[1]
146
Properties=species:S:1:pos:R:3:lowdin_charge:R:1 method="wB97M-V/def2-TZVPD" lumo_ev=-0.217 molar_mass_g_mol=2178.70 largest_force_ha_per_bohr=0.107 relative_energy_kj_mol=179.8 energy_ha=-22856.5078
C -4.343 4.778 -1.068 -0.115
C -5.672 5.281 -1.782 -0.240
C -6.240 4.025 -2.579 -0.232
O -5.936 2.844 -1.839 -0.142
C -5.755 1.801 -2.797 -0.170
C -5.465 0.444 -2.142 -0.049
C -4.266 0.001 -1.756 -0.051
C -2.868 0.615 -1.806 -0.055
C -2.599 1.540 -3.012 -0.438
C -2.820 1.183 -4.514 -0.147
N -2.118 2.671 -2.757 0.132
C -4.536 -1.393 -1.124 -0.460
O -3.660 -2.117 -0.907 0.158
O -5.874 -1.526 -0.870 0.149
C -6.504 -0.644 -1.771 -0.410
O -7.588 -0.747 -2.101 0.224
H -4.563 4.180 -0.163 0.077
H -3.659 5.621 -0.818 0.045
H -3.806 4.178 -1.840 0.045
H -6.426 5.634 -1.052 0.088
H -5.336 6.064 -2.493 0.062
H -5.740 4.061 -3.585 0.121
H -7.331 4.111 -2.778 0.083
H -5.014 2.046 -3.587 0.100
H -6.746 1.698 -3.319 0.133
H -2.153 -0.241 -1.900 0.087
H -2.637 1.132 -0.853 0.141
H -3.230 2.110 -5.004 -0.042
H -3.531 0.340 -4.651 -0.010
H -1.838 1.006 -5.014 0.060
H -1.949 3.183 -3.626 0.065
C -3.190 1.645 -8.400 -0.970
Cl -3.662 2.642 -7.015 0.588
Cl -3.052 -0.059 -7.951 0.523
H -3.941 1.744 -9.176 0.028
H -2.229 1.989 -8.768 0.030
C 0.391 -2.078 -2.907 -1.095
Cl 1.500 -2.899 -4.011 0.517
Cl 0.076 -0.420 -3.437 0.591
H -0.545 -2.622 -2.880 -0.017
H 0.832 -2.054 -1.918 -0.039
C -6.456 9.048 -1.093 -0.962
Cl -6.802 8.860 -2.816 0.420
Cl -5.017 8.135 -0.605 0.564
H -6.284 10.099 -0.882 0.023
H -7.309 8.692 -0.524 0.027
C 0.739 3.772 1.749 -1.008
Cl 0.361 4.665 3.228 0.547
Cl 0.777 2.030 2.047 0.506
H -0.019 3.986 1.003 0.027
H 1.713 4.088 1.388 0.029
C 4.216 -1.573 -1.556 -1.005
Cl 3.007 -0.884 -0.468 0.527
Cl 4.816 -0.364 -2.699 0.546
H 5.048 -1.944 -0.967 0.029
H 3.765 -2.389 -2.113 -0.003
C -1.224 -4.815 -0.508 -0.955
Cl -0.794 -4.891 1.209 0.539
Cl 0.211 -4.607 -1.527 0.572
H -1.711 -5.747 -0.779 0.032
H -1.902 -3.983 -0.674 0.009
C 2.227 6.775 5.309 -1.085
Cl 2.698 6.535 6.995 0.538
Cl 3.647 6.979 4.278 0.510
H 1.677 5.906 4.978 -0.057
H 1.605 7.659 5.232 -0.086
C -4.101 10.767 -5.050 -1.008
Cl -4.494 11.686 -3.592 0.502
Cl -4.078 9.029 -4.730 0.483
H -4.848 10.974 -5.809 0.028
H -3.121 11.072 -5.403 0.024
C 1.298 -7.933 1.196 -1.025
Cl 0.192 -9.302 1.036 0.506
Cl 2.834 -8.461 1.905 0.527
H 1.487 -7.515 0.212 0.021
H 0.840 -7.183 1.830 -0.013
C 5.001 3.786 6.528 -1.039
Cl 3.816 2.486 6.334 0.518
Cl 6.524 3.176 7.185 0.505
H 5.190 4.233 5.557 0.016
H 4.599 4.531 7.203 -0.025
C 6.676 -0.241 -5.766 -1.039
Cl 7.556 1.284 -5.617 0.507
Cl 7.664 -1.477 -6.558 0.524
H 6.405 -0.590 -4.774 -0.048
H 5.781 -0.074 -6.356 0.030
C -8.516 6.273 -5.093 -0.985
Cl -6.993 7.169 -5.067 0.451
Cl -9.190 6.088 -3.468 0.527
H -9.229 6.817 -5.704 0.011
H -8.340 5.289 -5.517 0.027
C -5.563 -2.311 -5.180 -0.948
Cl -5.651 -0.547 -5.190 0.620
Cl -4.278 -2.881 -4.107 0.578
H -6.512 -2.709 -4.835 0.034
H -5.360 -2.658 -6.189 0.029
C 3.400 -1.303 6.442 -1.018
Cl 2.978 -1.371 4.726 0.490
Cl 4.833 -2.281 6.789 0.501
H 3.605 -0.272 6.715 -0.028
H 2.567 -1.683 7.024 0.029
C 4.928 -6.203 3.923 -1.030
Cl 3.604 -5.074 3.660 0.505
Cl 5.361 -6.270 5.635 0.517
H 4.624 -7.190 3.592 -0.061
H 5.792 -5.874 3.354 0.033
C 4.662 -8.425 8.612 -1.048
Cl 3.534 -9.775 8.438 0.507
Cl 6.199 -8.958 9.310 0.518
H 4.851 -7.996 7.634 -0.047
H 4.220 -7.679 9.264 0.018
C 3.996 -11.420 4.160 -1.015
Cl 4.946 -9.958 4.445 0.509
Cl 4.893 -12.592 3.188 0.506
H 3.751 -11.871 5.117 0.023
H 3.085 -11.150 3.634 0.012
C 8.643 -1.630 7.808 -1.039
Cl 8.720 0.115 8.077 0.496
Cl 9.931 -2.475 8.678 0.494
H 7.684 -1.997 8.158 -0.004
H 8.749 -1.827 6.746 0.027
C 4.657 -16.297 4.759 -1.048
Cl 4.293 -15.440 6.261 0.492
Cl 4.714 -18.045 5.012 0.502
H 3.884 -16.072 4.031 0.022
H 5.621 -15.963 4.390 0.021
C 1.125 8.710 1.933 -0.983
Cl 2.634 9.627 1.934 0.509
Cl 0.503 8.483 3.574 0.580
H 0.385 9.251 1.350 0.028
H 1.305 7.735 1.489 0.023
C 6.524 -5.697 10.717 -1.024
Cl 6.256 -5.383 8.998 0.495
Cl 5.516 -4.652 11.726 0.510
H 6.278 -6.732 10.927 -0.019
H 7.567 -5.511 10.950 0.030
C -10.951 9.643 -3.792 -1.010
Cl -10.521 9.458 -2.088 0.497
Cl -9.513 9.830 -4.805 0.504
H -11.496 8.761 -4.115 0.023
H -11.575 10.523 -3.903 0.025
C 8.548 -3.018 -9.838 -1.048
Cl 7.239 -3.166 -11.015 0.497
Cl 9.707 -4.343 -9.995 0.500
H 9.065 -2.078 -10.002 0.027
H 8.126 -3.037 -8.837 -0.029



[2]
122
Properties=species:S:1:pos:R:3:lowdin_charge:R:1 method="wB97M-V/def2-TZVPD" lumo_ev=0.282 molar_mass_g_mol=882.86 largest_force_ha_per_bohr=0.181 relative_energy_kj_mol=507.1 energy_ha=-3247.5138
C -5.293 3.802 -1.059 -0.026
C -5.492 2.419 -1.238 -0.396
C -4.965 1.942 -2.599 -0.051
O -3.766 1.212 -2.280 0.072
C -3.753 1.047 -0.933 -0.479
O -2.850 0.391 -0.362 0.091
O -4.746 1.722 -0.325 0.096
H -5.319 3.955 0.062 0.116
H -6.035 4.489 -1.506 0.116
H -4.360 4.109 -1.441 0.085
H -6.522 2.139 -1.167 0.157
H -4.710 2.715 -3.285 0.130
H -5.661 1.349 -3.060 0.105
C -0.448 -6.061 2.366 -0.031
C -0.450 -5.528 0.982 -0.340
C 0.375 -4.278 0.613 -0.113
O 1.596 -4.823 0.145 0.017
C 1.222 -6.095 -0.361 -0.464
O 1.943 -6.854 -1.044 0.095
O 0.033 -6.472 0.069 0.121
H -1.131 -6.960 2.547 0.118
H -0.576 -5.368 3.215 0.094
H 0.529 -6.424 2.580 0.070
H -1.429 -5.278 0.758 0.102
H 0.660 -3.556 1.537 0.143
H -0.173 -3.704 -0.046 0.090
C -5.631 -6.247 1.802 -0.059
O -5.673 -4.876 2.156 0.006
C -4.472 -4.221 2.213 -0.350
O -3.308 -4.938 2.085 -0.036
O -4.557 -2.874 2.203 0.009
C -3.496 -2.052 2.490 -0.072
H -5.827 -6.786 2.741 0.104
H -4.772 -6.689 1.470 0.052
H -6.436 -6.579 1.125 0.105
H -2.651 -2.472 1.977 0.076
H -3.319 -1.873 3.561 0.112
H -3.682 -1.064 2.109 0.073
C 5.676 0.352 -0.623 -0.063
O 5.840 1.747 -0.750 -0.007
C 4.903 2.662 -0.411 -0.342
O 3.681 2.355 0.223 -0.073
O 5.273 3.963 -0.523 0.000
C 4.438 4.887 0.141 -0.058
H 5.881 -0.308 -1.553 0.089
H 4.594 0.133 -0.364 0.082
H 6.236 -0.111 0.268 0.123
H 3.421 4.823 -0.243 0.093
H 4.938 5.820 -0.086 0.097
H 4.498 4.882 1.209 0.092
C 4.569 -4.562 -0.721 -0.067
O 5.729 -4.069 -1.217 0.016
C 5.913 -3.185 -2.174 -0.349
O 4.883 -2.228 -2.503 -0.115
O 7.176 -3.069 -2.633 -0.002
C 7.585 -2.023 -3.547 0.002
H 3.802 -3.820 -0.597 0.067
H 4.791 -5.138 0.187 0.119
H 4.119 -5.244 -1.446 0.103
H 8.544 -1.629 -3.160 0.110
H 6.859 -1.286 -3.698 0.069
H 7.930 -2.570 -4.351 0.070
C -1.768 7.274 3.713 -0.108
O -0.643 6.555 3.493 -0.044
C -0.501 5.557 2.498 -0.331
O -1.553 5.179 1.635 -0.071
O 0.662 4.973 2.476 0.024
C 1.003 4.049 1.525 -0.075
H -1.558 8.173 4.325 0.106
H -2.627 6.674 3.966 0.089
H -1.917 7.795 2.683 0.127
H 0.361 3.178 1.480 0.061
H 2.073 3.696 1.772 0.126
H 0.788 4.332 0.439 0.113
C -1.343 0.773 -4.710 -0.069
O -1.373 -0.365 -3.888 -0.003
C -0.222 -1.094 -3.834 -0.260
O 0.743 -0.930 -4.921 -0.081
O -0.216 -2.131 -2.895 0.000
C 0.948 -2.801 -2.752 -0.092
H -0.641 1.533 -4.594 0.068
H -2.340 1.145 -4.772 0.079
H -1.233 0.452 -5.758 0.105
H 1.148 -3.487 -3.494 0.093
H 0.824 -3.176 -1.736 0.072
H 1.774 -2.174 -2.567 0.077
C 3.389 0.923 -3.183 -0.044
O 2.295 0.897 -2.307 0.006
C 1.309 1.800 -2.341 -0.335
O 1.344 2.950 -3.268 -0.108
O 0.369 1.620 -1.375 -0.009
C -0.645 2.683 -1.378 -0.039
H 4.144 0.199 -3.062 0.062
H 3.890 1.845 -3.242 0.085
H 3.158 0.802 -4.210 0.093
H -0.244 3.713 -1.374 0.082
H -1.225 2.605 -0.454 0.086
H -1.215 2.860 -2.327 0.106
C 2.069 -1.414 0.322 -0.097
C 1.830 -0.170 1.038 -0.263
C 0.382 -0.147 1.617 -0.147
C 0.030 -1.208 2.612 -0.217
N -0.186 -2.035 3.391 0.166
H 1.245 -1.601 -0.411 0.082
H 1.912 -2.188 1.083 0.062
H 3.057 -1.434 -0.203 0.087
H 1.884 0.726 0.449 0.069
H 2.509 -0.127 1.812 0.095
H -0.320 -0.196 0.789 0.110
H 0.341 0.825 2.151 0.102
C -2.164 1.531 3.115 -0.084
C -3.484 2.025 2.604 -0.266
C -3.983 3.329 3.080 -0.202
C -4.567 3.288 4.388 -0.255
N -5.119 3.279 5.370 0.148
H -2.057 1.690 4.239 0.108
H -1.362 2.201 2.838 0.048
H -1.822 0.509 2.926 0.044
H -4.226 1.317 2.428 0.092
H -3.108 2.394 1.633 0.097
H -4.784 3.713 2.440 0.122
H -3.123 4.032 3.158 0.114